{
  "formula": "C87H195N12O5",
  "method": "ωB97M-V/def2-TZVPD",
  "elements": ["C", "C", "N", "C", "C", "C", "C", "H", "H", "H", "H", "H", "H", "H", "H", "H", "H", "H", "H", "H", "H", "H", "C", "C", "N", "C", "C", "C", "C", "H", "H", "H", "H", "H", "H", "H", "H", "H", "H", "H", "H", "H", "H", "H", "C", "C", "N", "C", "C", "C", "C", "H", "H", "H", "H", "H", "H", "H", "H", "H", "H", "H", "H", "H", "H", "H", "C", "C", "N", "C", "C", "C", "C", "H", "H", "H", "H", "H", "H", "H", "H", "H", "H", "H", "H", "H", "H", "H", "C", "C", "N", "C", "C", "C", "C", "H", "H", "H", "H", "H", "H", "H", "H", "H", "H", "H", "H", "H", "H", "H", "C", "C", "N", "C", "C", "C", "C", "H", "H", "H", "H", "H", "H", "H", "H", "H", "H", "H", "H", "H", "H", "H", "C", "C", "N", "C", "C", "C", "C", "H", "H", "H", "H", "H", "H", "H", "H", "H", "H", "H", "H", "H", "H", "H", "C", "C", "C", "C", "C", "C", "N", "O", "C", "C", "C", "H", "H", "H", "H", "H", "H", "H", "H", "H", "H", "H", "H", "H", "H", "H", "H", "H", "H", "C", "C", "C", "C", "C", "C", "N", "O", "C", "C", "C", "H", "H", "H", "H", "H", "H", "H", "H", "H", "H", "H", "H", "H", "H", "H", "H", "H", "H", "C", "C", "C", "C", "C", "C", "N", "O", "C", "C", "C", "H", "H", "H", "H", "H", "H", "H", "H", "H", "H", "H", "H", "H", "H", "H", "H", "H", "H", "C", "C", "C", "C", "C", "C", "N", "O", "C", "C", "C", "H", "H", "H", "H", "H", "H", "H", "H", "H", "H", "H", "H", "H", "H", "H", "H", "H", "H", "C", "C", "C", "C", "C", "C", "N", "O", "C", "C", "C", "H", "H", "H", "H", "H", "H", "H", "H", "H", "H", "H", "H", "H", "H", "H", "H", "H", "H"],
  "xyz": [[7.8442, 0.8465, 1.4069], [8.1022, 0.2160, 0.0509], [7.2282, -0.9123, -0.3737], [7.3819, -2.0228, 0.5800], [8.6544, -2.8280, 0.3058], [5.8512, -0.4846, -0.5525], [5.1113, -1.0236, -1.7906], [6.8059, 1.1876, 1.4396], [8.5211, 1.6885, 1.6099], [7.9215, 0.2785, 2.3441], [8.0231, 0.9019, -0.7766], [9.1635, -0.1744, -0.1103], [7.3812, -1.6052, 1.6296], [6.5164, -2.7121, 0.6213], [8.6616, -3.6227, 1.0205], [8.6088, -3.1867, -0.7276], [9.5744, -2.2469, 0.3897], [5.8680, 0.6066, -0.6044], [5.1663, -0.6041, 0.2699], [4.0724, -0.6483, -1.7821], [5.0029, -2.0769, -1.7403], [5.6783, -0.7018, -2.6758], [2.7523, 2.0135, -4.9463], [2.1953, 1.8936, -6.3224], [3.0583, 0.9342, -7.0603], [4.4194, 1.4670, -7.2480], [4.5321, 2.7612, -8.0211], [2.4618, 0.4850, -8.3574], [1.7426, -0.7837, -8.0816], [2.7399, 0.9882, -4.5532], [2.0187, 2.5981, -4.2526], [3.7627, 2.4025, -4.8271], [1.1898, 1.4028, -6.2024], [1.9997, 2.9182, -6.7233], [4.8701, 1.5701, -6.2347], [4.9527, 0.6409, -7.7846], [4.0689, 2.6028, -9.0169], [3.8222, 3.5731, -7.6830], [5.5684, 3.0697, -8.1720], [3.2432, 0.3169, -9.1222], [1.7362, 1.2453, -8.6922], [1.4238, -1.3012, -9.0023], [0.7704, -0.5245, -7.6182], [2.3233, -1.4606, -7.4642], [-1.4126, 4.1423, -5.4782], [-1.9466, 4.8521, -4.2131], [-0.7884, 5.4438, -3.5301], [-0.9332, 5.4603, -2.1116], [-0.5886, 4.1044, -1.4938], [-0.3311, 6.6748, -4.2028], [1.0883, 7.1288, -3.8384], [-1.1431, 4.8704, -6.2383], [-2.0909, 3.4103, -5.8576], [-0.4973, 3.6381, -5.1669], [-2.6649, 5.6612, -4.3830], [-2.3741, 4.0987, -3.5779], [-0.2969, 6.2813, -1.7927], [-1.9309, 5.7170, -1.7301], [-1.0985, 3.2010, -1.9222], [0.5287, 4.0345, -1.5557], [-0.8552, 3.9994, -0.4214], [-1.0038, 7.5953, -4.1741], [-0.3537, 6.5589, -5.2685], [1.8202, 6.3625, -4.2107], [1.2284, 7.3368, -2.7595], [1.3075, 8.0677, -4.3810], [-2.2211, 0.0203, -5.2584], [-2.9700, -1.2600, -5.6066], [-2.6602, -1.9151, -6.8771], [-3.7791, -2.8355, -7.1681], [-4.0242, -4.0758, -6.2854], [-1.3814, -2.6092, -6.8419], [-0.9494, -3.1466, -8.1962], [-2.7408, 0.6806, -4.5606], [-2.0519, 0.4467, -6.2227], [-1.2558, -0.1280, -4.7878], [-2.8377, -2.0375, -4.8381], [-4.0543, -1.0421, -5.6456], [-3.6462, -3.2007, -8.1656], [-4.6366, -2.1361, -7.1981], [-4.0987, -3.9524, -5.1536], [-3.1842, -4.7091, -6.3785], [-4.8903, -4.5992, -6.6526], [-0.5526, -1.9774, -6.3808], [-1.5663, -3.4159, -6.1411], [0.0390, -3.6064, -8.0125], [-1.6904, -3.8594, -8.4684], [-0.8656, -2.3302, -8.9115], [2.6399, -3.3260, 2.7707], [3.9739, -3.1929, 2.0007], [4.6382, -4.5065, 1.8659], [3.7502, -5.4541, 1.0933], [3.5375, -5.0430, -0.3825], [5.1536, -5.0571, 3.0993], [6.2444, -4.1919, 3.7392], [2.9453, -3.6429, 3.7459], [1.9402, -4.0288, 2.2873], [2.0669, -2.3981, 2.8457], [3.8084, -2.8070, 0.9709], [4.6560, -2.5569, 2.5221], [4.1447, -6.4821, 1.1194], [2.7332, -5.5429, 1.5522], [4.4959, -4.9559, -0.9839], [2.9104, -5.7947, -0.8974], [3.0607, -4.0699, -0.4626], [5.4931, -6.0978, 2.8434], [4.3346, -5.2600, 3.8390], [5.8518, -3.2794, 4.1835], [6.9788, -3.9229, 2.9825], [6.8258, -4.7355, 4.5035], [-2.4758, 0.0327, -1.5689], [-1.8734, -1.3250, -1.1899], [-0.8747, -1.3192, -0.0226], [0.3476, -0.5446, -0.3256], [1.5370, -1.1472, 0.3912], [-1.5603, -0.8589, 1.1812], [-1.1456, -1.5792, 2.5255], [-1.6445, 0.7120, -1.9126], [-2.9804, 0.5761, -0.7434], [-3.1530, -0.0380, -2.3295], [-2.6887, -1.9567, -0.8313], [-1.3911, -1.9252, -1.9712], [0.5147, -0.5040, -1.4055], [0.2152, 0.4516, -0.0213], [1.4111, -2.1981, 0.3816], [2.5054, -0.8516, 0.0348], [1.5281, -0.8751, 1.4615], [-2.6636, -0.9662, 0.9924], [-1.4037, 0.1674, 1.4722], [-1.4621, -2.6269, 2.6492], [-1.7147, -1.0910, 3.3455], [-0.0922, -1.4008, 2.7751], [-5.8885, 0.0594, 0.3404], [-5.8983, -1.1148, -0.6285], [-7.0820, -1.2526, -1.4143], [-8.2665, -1.5409, -0.5427], [-9.5461, -0.7427, -0.9307], [-6.9518, -2.1558, -2.5642], [-6.0204, -1.6020, -3.6756], [-6.6750, -0.0118, 1.1178], [-6.0410, 1.0405, -0.0785], [-4.9380, 0.1270, 0.8688], [-4.9780, -1.0529, -1.1990], [-5.7290, -2.0497, 0.0107], [-8.3313, -2.6287, -0.5249], [-7.9783, -1.2540, 0.4893], [-9.1748, 0.2626, -0.8732], [-9.8206, -0.9673, -1.9280], [-10.3622, -0.9370, -0.1341], [-7.9345, -2.1223, -3.0456], [-6.8337, -3.2213, -2.3051], [-5.9714, -2.2808, -4.4992], [-5.0219, -1.4137, -3.2909], [-6.3088, -0.5769, -4.0230], [-0.8864, 3.4748, 2.8593], [-2.0045, 3.0324, 3.7661], [-2.3297, 4.1721, 4.7458], [-2.9521, 5.3594, 4.2094], [-4.1634, 5.0509, 3.4746], [-4.0174, 4.0842, 2.3093], [-3.2301, 2.8873, 2.8226], [-3.3160, 1.9271, 2.1242], [-5.3662, 3.5954, 1.9817], [-3.3413, 4.7252, 1.1763], [-2.0049, 1.6573, 4.4786], [-0.6197, 2.6623, 2.2200], [-0.0766, 3.8822, 3.4528], [-1.1451, 4.2315, 2.1380], [-3.0564, 3.7638, 5.4331], [-1.4250, 4.1707, 5.3002], [-2.3449, 5.9937, 3.6301], [-3.1313, 6.0929, 4.9626], [-4.6883, 5.9198, 3.0546], [-4.9401, 4.5638, 4.0792], [-5.3529, 3.4604, 0.8875], [-5.8367, 2.7436, 2.4730], [-6.0394, 4.4144, 2.1077], [-2.3106, 4.9811, 1.1860], [-3.4691, 3.9781, 0.4352], [-3.8746, 5.6084, 0.8204], [-1.3135, 1.1273, 3.7914], [-2.9332, 1.0809, 4.7447], [-1.4359, 1.8701, 5.4310], [2.3272, 2.0740, 4.3404], [3.1780, 0.8739, 4.8934], [4.0177, 0.2906, 3.8566], [5.1899, -0.5889, 4.3535], [6.1402, 0.4550, 5.0592], [5.5355, 1.0375, 6.3370], [4.0790, 1.5474, 5.9429], [3.5072, 2.1427, 6.8093], [5.2849, 0.0207, 7.4507], [6.1499, 2.3515, 6.7643], [2.1801, -0.1364, 5.5290], [2.6971, 2.5929, 3.4753], [2.0010, 2.7348, 5.1932], [1.4137, 1.4814, 4.0390], [3.3461, -0.3557, 3.3164], [4.3414, 1.0775, 3.1655], [5.7058, -1.1040, 3.4773], [4.8093, -1.4061, 5.0171], [6.3937, 1.3365, 4.4010], [7.0711, -0.0929, 5.2144], [4.7061, -0.7588, 6.9448], [6.2536, -0.3491, 7.8522], [4.5989, 0.4539, 8.1950], [5.9455, 3.1322, 6.0430], [5.7810, 2.6345, 7.7221], [7.2519, 2.1951, 6.8790], [1.5637, 0.2447, 6.3213], [2.6297, -1.0356, 5.9155], [1.5292, -0.4973, 4.7523], [-0.2058, -4.3261, -1.1405], [-0.8377, -5.4628, -1.9626], [-0.6009, -6.7965, -1.2720], [-1.5992, -6.8384, -0.1397], [-3.0304, -6.7978, -0.6321], [-3.2957, -5.4579, -1.1534], [-2.2448, -4.9831, -2.0618], [-2.5151, -3.9498, -2.9601], [-4.6539, -5.5975, -1.9673], [-3.3980, -4.3416, -0.0255], [-0.3839, -5.5750, -3.4421], [-0.7878, -4.2088, -0.2442], [-0.1789, -3.3521, -1.6955], [0.8085, -4.5225, -0.8669], [-0.7719, -7.5813, -2.0214], [0.3895, -7.0169, -0.8605], [-1.4066, -6.0276, 0.5546], [-1.5523, -7.7348, 0.4528], [-3.7227, -7.0143, 0.1645], [-3.1557, -7.5353, -1.4414], [-4.9728, -4.7399, -2.4646], [-4.4772, -6.3056, -2.7856], [-5.3427, -6.1784, -1.4216], [-3.5285, -3.3893, -0.5494], [-4.2272, -4.3645, 0.6846], [-2.4064, -4.3691, 0.4368], [0.5910, -5.9991, -3.5636], [-0.4437, -4.7674, -4.1062], [-1.0625, -6.3344, -3.8818], [-4.7103, -2.6913, 2.7883], [-5.3307, -2.0765, 4.0719], [-4.3388, -1.1830, 4.6837], [-4.8943, -0.1497, 5.6888], [-5.9789, 0.6423, 4.8967], [-7.0578, -0.2885, 4.4777], [-6.5122, -1.2832, 3.6191], [-7.2994, -2.0572, 3.0761], [-7.9319, -0.9325, 5.6366], [-8.0730, 0.4787, 3.5392], [-5.8147, -3.3250, 5.1121], [-4.7067, -1.9456, 1.9326], [-5.3797, -3.4896, 2.4380], [-3.7000, -3.1656, 2.8729], [-3.5316, -1.9290, 4.9577], [-4.0640, -0.5414, 3.8450], [-4.1958, 0.6471, 5.8665], [-5.2433, -0.5326, 6.6798], [-5.6010, 1.1317, 3.9625], [-6.4701, 1.3817, 5.5437], [-8.6759, -0.1369, 5.9661], [-8.4154, -1.8534, 5.3158], [-7.4454, -1.1021, 6.6286], [-8.7174, 1.2772, 3.9579], [-7.4918, 0.9027, 2.7420], [-8.7682, -0.2627, 3.0230], [-6.0968, -3.0283, 6.0810], [-5.2086, -4.2058, 5.0670], [-6.7922, -3.7078, 4.7921], [2.1618, 3.3008, 1.1660], [3.3857, 3.6394, 0.3017], [3.1147, 4.9409, -0.4206], [4.3776, 5.7106, -0.8154], [4.9621, 6.0070, 0.5562], [5.4600, 4.7356, 1.3303], [4.4916, 3.7148, 1.3403], [4.6902, 2.5935, 1.9756], [6.7163, 4.1991, 0.7666], [5.8435, 5.2968, 2.7715], [3.7696, 2.4435, -0.5936], [2.0923, 3.9227, 2.0551], [2.0301, 2.2840, 1.4472], [1.2595, 3.4175, 0.5794], [2.4803, 4.7011, -1.2930], [2.5391, 5.5639, 0.2573], [4.1013, 6.6677, -1.2288], [4.9997, 5.2814, -1.5813], [4.3480, 6.5030, 1.2672], [5.8864, 6.6721, 0.4155], [7.1512, 3.4932, 1.4610], [6.5952, 3.6804, -0.1812], [7.3595, 5.0273, 0.7222], [5.1359, 5.5453, 3.5434], [6.4861, 4.6063, 3.2930], [6.4688, 6.2262, 2.5771], [4.0064, 1.6112, 0.0990], [4.7005, 2.6013, -1.1191], [3.0197, 2.1562, -1.3312]],
  "lumo_energy_ev": [0.50, 0.33],
  "s2": 8.77,
  "homo_lumo_gap_ev": [7.574, 8.253],
  "spin_multiplicity": 6,
  "total_energy_ev": -121482.461
}